# 1
26
Properties=species:S:1:pos:R:3:forces:R:3:lowdin_charge:R:1 method="wB97M-V/def2-TZVPD" gap_ev="8.9 / 7.7" energy_ha=-796.39982 de_lowest_kcal_mol=54.67 largest_force_ev_per_a=5.121 lumo_ev="-1.24 / -2.72" charge=0 mol_weight_g_mol=208.170
C 2.401 2.216 1.592 -0.149 -0.033 0.076 -0.1091
C 1.527 1.904 0.381 0.084 -0.172 -0.321 -0.2752
C 0.435 0.895 0.723 0.178 -0.510 -1.045 -0.1475
C -0.498 0.632 -0.543 -1.960 -0.177 3.610 -0.4330
C -1.565 -0.520 -0.250 1.411 0.927 0.206 -0.3155
C -2.318 -0.818 -1.491 -0.338 0.054 -0.523 -0.0342
O -0.767 -1.635 0.204 -1.764 -1.513 0.648 -0.0072
N -1.674 -2.657 0.820 1.478 -1.638 0.522 -0.3067
O -1.034 -3.659 1.204 -2.174 3.186 -1.200 0.0999
O -2.863 -2.407 0.873 2.295 -0.582 0.095 0.1049
O -0.218 0.820 -1.777 2.275 -0.425 -2.523 0.0772
O 2.051 -0.931 -0.893 -1.450 -1.959 -2.738 0.0606
N 1.640 -1.810 -1.659 2.868 -2.027 3.727 -0.0681
O 1.883 -3.031 -1.555 -1.296 3.770 -1.108 0.0778
H 3.185 2.940 1.370 -0.065 0.011 -0.053 0.0687
H 1.768 2.627 2.387 0.201 -0.018 0.011 0.0726
H 2.887 1.313 1.980 -0.129 0.113 -0.080 0.0771
H 1.084 2.824 -0.039 0.083 -0.246 0.260 0.1174
H 2.112 1.464 -0.440 -0.004 0.261 0.259 0.0958
H 0.874 -0.084 1.005 -0.133 0.623 -0.088 0.1054
H -0.166 1.225 1.590 -0.041 -0.094 -0.568 0.1283
H -1.102 1.572 -0.630 -0.898 0.519 1.045 0.1988
H -2.175 -0.247 0.601 -0.259 0.375 -0.005 0.1428
H -2.763 0.102 -1.889 -0.003 -0.209 0.101 0.1033
H -1.616 -1.176 -2.232 0.067 -0.109 -0.288 0.0899
H -3.085 -1.558 -1.331 -0.278 -0.127 -0.021 0.0759

---

# 2
21
Properties=species:S:1:pos:R:3:forces:R:3:lowdin_charge:R:1 method="wB97M-V/def2-TZVPD" gap_ev="7.2 / 7.4" energy_ha=-1633.09375 de_lowest_kcal_mol=9.97 largest_force_ev_per_a=3.656 lumo_ev="-1.29 / -1.41" charge=0 mol_weight_g_mol=339.585
C 1.686 0.911 0.564 0.361 -0.611 0.210 -0.2947
C -1.200 -2.995 -1.031 2.042 1.301 -0.494 -0.0405
C -2.293 -2.618 -0.274 1.018 -1.998 -1.484 -0.1024
C -0.362 -1.978 -1.584 -1.105 -1.400 -0.502 -0.0595
C -2.688 -1.355 -0.110 -0.301 2.576 1.020 -0.1533
C -0.788 -0.661 -1.435 0.222 -0.249 0.399 -0.5743
C -1.886 -0.372 -0.612 0.808 1.578 -0.978 -0.6768
C 2.046 2.965 -0.712 -3.359 -0.379 1.394 -0.1339
C 2.557 1.856 0.091 2.111 0.179 -0.415 -0.6559
N 0.880 0.126 0.826 -0.230 -0.313 0.585 0.2052
O 1.116 0.091 -3.127 -0.638 0.201 0.764 -0.5078
S 0.094 0.672 -2.178 0.418 -0.700 -1.156 0.8535
Cl 4.317 1.617 0.047 -1.514 -0.155 0.397 0.6595
I -2.178 1.706 -0.192 -0.425 -0.667 0.072 0.8714
H -0.874 -4.026 -1.167 -0.428 0.215 0.157 0.1096
H -2.910 -3.363 0.072 -1.272 -1.744 1.015 0.0876
H 0.491 -2.271 -2.237 -0.646 0.568 0.686 0.1222
H -3.533 -1.094 0.506 -0.187 -0.050 0.001 0.1082
H 2.810 3.402 -1.230 1.800 1.178 -1.558 0.0312
H 1.595 3.741 -0.010 0.228 -0.826 -1.019 0.1226
H 1.242 2.510 -1.393 1.097 1.296 0.905 0.0279

---

# 3
35
Properties=species:S:1:pos:R:3:forces:R:3:lowdin_charge:R:1 method="wB97M-V/def2-TZVPD" multiplicity=4 gap_ev="3.5 / 8.4" energy_ha=-2399.78819 de_lowest_kcal_mol=2.22 largest_force_ev_per_a=1.370 lumo_ev="0.22 / 0.12" charge=0 mol_weight_g_mol=303.607
Ti 0.964 -1.077 -0.737 -0.374 -0.155 0.346 0.4754
Cl 2.592 -0.246 -2.581 -0.359 -0.300 0.511 -0.3498
O -2.798 1.538 0.446 -0.529 -0.087 0.157 -0.2471
S -1.398 1.492 0.681 -0.247 -0.007 -0.032 0.5245
O -0.643 0.391 0.207 0.690 -1.098 -0.441 -0.3362
O -0.719 2.715 0.014 0.335 0.677 -0.140 -0.2313
C -1.332 4.001 0.244 -0.142 0.710 -0.162 -0.2552
C -0.770 4.986 -0.765 0.056 -0.310 0.240 -0.0540
C -1.058 1.692 2.388 -0.127 0.218 0.113 -0.1135
H -1.113 4.315 1.268 0.067 -0.024 -0.032 0.1181
H -2.411 3.903 0.132 0.019 -0.055 0.013 0.1171
H -1.104 4.727 -1.767 0.033 0.039 -0.049 0.0855
H 0.318 4.976 -0.738 0.009 0.001 -0.034 0.0852
H -1.107 5.991 -0.516 -0.078 0.018 -0.032 0.0825
H -0.012 1.965 2.488 0.059 -0.144 0.088 0.0792
H -1.283 0.742 2.865 0.065 -0.036 0.040 0.0774
H -1.701 2.473 2.786 -0.013 -0.003 0.040 0.0734
C -0.525 -2.311 -3.195 0.085 -0.103 -0.180 -0.1389
O -0.985 -1.883 -1.904 0.300 -0.054 -0.209 -0.1911
H -0.332 -1.463 -3.854 -0.062 -0.008 0.043 0.0827
H 0.418 -2.827 -3.037 -0.014 -0.002 0.004 0.0608
H -1.238 -3.001 -3.651 -0.011 0.039 0.004 0.0857
H -1.869 -1.523 -2.014 0.057 0.210 0.223 0.0962
C 1.934 -1.295 2.603 -0.186 0.145 -0.005 -0.1376
O 2.038 -0.697 1.314 0.139 0.219 -0.340 -0.2297
H 1.015 -0.973 3.103 0.020 -0.044 -0.016 0.0695
H 1.893 -2.370 2.464 0.034 -0.049 0.003 0.0756
H 2.791 -1.019 3.220 0.063 -0.089 -0.005 0.0840
H 2.497 0.147 1.388 0.093 0.007 -0.035 0.0886
C 0.711 -4.341 -0.253 0.139 -0.115 -0.065 -0.1558
O 1.606 -3.416 -0.890 -0.277 0.006 0.128 -0.2209
H 0.164 -3.775 0.498 -0.022 0.085 -0.003 0.0469
H 0.003 -4.771 -0.965 0.008 0.057 -0.041 0.0787
H 1.268 -5.148 0.233 0.026 0.054 -0.021 0.0792
H 2.186 -3.918 -1.473 0.141 0.200 -0.111 0.0949

---

# 4
20
Properties=species:S:1:pos:R:3:forces:R:3:lowdin_charge:R:1 method="wB97M-V/def2-TZVPD" gap_ev=8.1 energy_ha=-1509.55489 de_lowest_kcal_mol=47.85 largest_force_ev_per_a=4.859 lumo_ev=-0.84 charge=0 smiles="CC(=O)C=C(C)C.S=PCl" mol_weight_g_mol=196.639
C 0.742 2.311 -0.947 0.105 -1.866 -1.335 -0.0036
C 0.574 1.256 0.104 -0.941 0.822 2.026 -0.4341
O -0.229 1.340 1.083 1.264 0.898 -2.184 -0.1617
C 1.275 0.048 -0.171 -2.205 -3.730 1.921 0.0151
C 0.718 -1.181 0.272 0.046 4.833 0.500 -0.2732
C -0.305 -1.185 1.350 -2.149 -0.098 -0.456 -0.0767
C 0.986 -2.443 -0.313 -1.796 -3.231 -1.115 -0.0686
H 1.609 2.088 -1.613 -0.807 0.237 0.452 0.1002
H 0.678 3.319 -0.747 0.505 2.230 1.553 0.0556
H -0.188 2.271 -1.509 -0.198 -0.693 -0.680 0.0854
H 2.064 -0.017 -0.834 1.308 0.193 -1.587 0.0828
H -0.158 -0.525 2.203 0.387 -0.173 -0.254 0.0858
H -0.465 -2.225 1.703 -0.260 0.619 -0.301 0.0881
H -1.282 -0.727 0.854 1.847 -1.496 1.060 0.0026
H 0.316 -2.794 -1.189 0.203 1.041 1.478 0.1445
H 0.861 -3.234 0.441 0.289 0.069 -0.334 0.0921
H 1.885 -2.537 -0.799 2.612 -0.012 -0.764 0.0541
S -2.950 0.240 -1.091 0.234 0.348 0.531 0.0836
P -2.748 1.032 0.657 -0.375 -0.632 -0.432 0.0489
Cl -3.384 2.962 0.546 -0.067 0.642 -0.079 0.0792